Entry 1:
{
  "formula": "C60H74N5O3",
  "method": "ωB97M-V with the def2-TZVPD basis set",
  "symbols": ["C", "N", "C", "O", "C", "C", "C", "C", "C", "C", "C", "C", "N", "C", "C", "C", "C", "C", "C", "N", "O", "O", "C", "C", "C", "C", "C", "C", "H", "H", "H", "H", "H", "H", "H", "H", "H", "H", "H", "H", "H", "H", "H", "H", "H", "H", "H", "H", "H", "H", "H", "H", "C", "C", "C", "C", "C", "C", "C", "C", "C", "C", "C", "C", "C", "C", "N", "C", "C", "C", "C", "C", "C", "C", "C", "N", "C", "C", "C", "C", "C", "C", "C", "C", "C", "C", "C", "C", "C", "C", "C", "C", "H", "H", "H", "H", "H", "H", "H", "H", "H", "H", "H", "H", "H", "H", "H", "H", "H", "H", "H", "H", "H", "H", "H", "H", "H", "H", "H", "H", "H", "H", "H", "H", "H", "H", "H", "H", "H", "H", "H", "H", "H", "H", "H", "H", "H", "H", "H", "H", "H", "H"],
  "xyz": [[-2.74522, 6.37615, -2.67807], [-2.63706, 4.97518, -2.33908], [-3.75903, 4.20042, -2.20383], [-4.90525, 4.63061, -2.11769], [-3.30599, 2.74483, -2.15239], [-3.78727, 1.99564, -3.40318], [-5.29743, 1.99699, -3.55830], [-5.88251, 2.44852, -4.74846], [-7.27362, 2.52930, -4.85925], [-8.08614, 2.11729, -3.79471], [-7.50097, 1.61680, -2.62453], [-6.10886, 1.54823, -2.51064], [-1.84727, 2.89097, -2.03349], [-1.05436, 1.87286, -1.65681], [0.32135, 1.83061, -1.88396], [1.27901, 0.94800, -1.34982], [2.64987, 1.25336, -1.76533], [3.09639, 2.58765, -1.70264], [4.33234, 2.91207, -2.28114], [4.39626, 4.15859, -2.96736], [5.42086, 4.42397, -3.62083], [3.38465, 4.90165, -2.93238], [5.29792, 1.92353, -2.54184], [4.87649, 0.59575, -2.50836], [3.51774, 0.30535, -2.35257], [-1.40087, 4.21993, -2.49772], [-0.97115, 4.19145, -3.97286], [-0.27416, 4.85591, -1.68157], [-3.70801, 6.75732, -2.32704], [-1.93331, 6.92674, -2.19659], [-2.68054, 6.53029, -3.76653], [-3.70847, 2.26174, -1.24828], [-3.32675, 2.45477, -4.29467], [-3.42052, 0.95694, -3.33284], [-5.23418, 2.76997, -5.56904], [-7.72170, 2.91670, -5.77670], [-9.17241, 2.18819, -3.87300], [-8.11998, 1.28177, -1.79082], [-5.63705, 1.17289, -1.59853], [-1.54606, 1.04705, -1.13642], [0.69982, 2.52864, -2.63532], [0.95404, -0.09069, -1.18381], [2.47138, 3.38863, -1.30996], [6.30229, 2.22833, -2.81565], [5.59715, -0.21207, -2.65897], [3.10781, -0.64699, -2.70840], [-1.81663, 3.95975, -4.63098], [-0.56561, 5.17032, -4.25674], [-0.18938, 3.44273, -4.12588], [-0.52645, 4.86606, -0.61596], [0.66530, 4.32309, -1.83966], [-0.11836, 5.88830, -2.01819], [0.34269, 2.60399, 1.22626], [1.35043, 2.32965, 2.32925], [2.80620, 2.46091, 1.84109], [1.15968, 3.40681, 3.41646], [1.07540, 0.93971, 2.94822], [1.86125, 0.59957, 4.06898], [1.36774, -0.28756, 5.02317], [0.03128, -0.68280, 4.95251], [-0.79335, -0.29961, 3.87676], [-2.31878, -0.28722, 4.10044], [-2.85481, -1.70811, 3.93650], [-3.02615, 0.74189, 3.20775], [-2.62623, 0.12589, 5.54848], [-0.10249, 0.14592, 2.70858], [-0.35491, -0.51021, 1.42442], [0.67468, -1.17643, 0.76988], [1.78744, -0.44988, 0.23041], [3.01036, -1.32034, 0.49863], [3.73943, -2.13090, -0.38397], [4.66865, -3.04995, 0.11675], [4.87739, -3.17054, 1.49301], [4.19021, -2.34248, 2.38453], [3.30576, -1.41041, 1.86530], [0.24878, -2.43314, 0.38064], [1.03279, -3.67559, 0.15303], [1.38255, -4.50758, 1.25868], [0.70510, -4.46686, 2.65831], [1.35785, -5.42929, 3.66138], [-0.75746, -4.90433, 2.54391], [0.82836, -3.09629, 3.28206], [2.31560, -5.53066, 1.05654], [2.68055, -5.94513, -0.21303], [2.13444, -5.29304, -1.29938], [1.38191, -4.12121, -1.14927], [0.96869, -3.50011, -2.51314], [2.15135, -3.51538, -3.50463], [0.56412, -2.05830, -2.36567], [-0.17682, -4.32728, -3.10489], [-1.14932, -2.41192, 0.50955], [-1.50470, -1.28226, 1.14766], [-0.67357, 2.71847, 1.63202], [0.60951, 3.51495, 0.67409], [0.31669, 1.77870, 0.51551], [3.46043, 2.72133, 2.68611], [3.21033, 1.54686, 1.39417], [2.89106, 3.26517, 1.09613], [1.90373, 3.29545, 4.21593], [1.27255, 4.40791, 2.97710], [0.15974, 3.33607, 3.86361], [2.86273, 1.03010, 4.19173], [1.99972, -0.61399, 5.85535], [-0.38943, -1.27286, 5.77114], [-2.36256, -2.37744, 4.65496], [-3.93728, -1.71388, 4.11783], [-2.67406, -2.10918, 2.93629], [-2.79479, 1.75809, 3.55738], [-2.74064, 0.69318, 2.15519], [-4.11114, 0.58896, 3.28551], [-2.18511, 1.10222, 5.77926], [-3.71151, 0.20152, 5.68151], [-2.25662, -0.61022, 6.26823], [1.82971, 0.48272, 0.79796], [3.59673, -2.05013, -1.46260], [5.22584, -3.68485, -0.58059], [5.58586, -3.89936, 1.88872], [4.34047, -2.40415, 3.46493], [2.75047, -0.75154, 2.52844], [2.41782, -5.19513, 3.81478], [0.86178, -5.34456, 4.63826], [1.25731, -6.47322, 3.34188], [-1.33363, -4.26337, 1.87457], [-0.79661, -5.92711, 2.14584], [-1.24403, -4.89510, 3.52919], [0.34625, -2.31965, 2.69850], [0.36472, -3.07818, 4.27664], [1.88012, -2.80297, 3.38406], [2.75156, -6.06385, 1.89878], [3.37865, -6.77055, -0.35277], [2.32966, -5.68663, -2.29682], [2.35250, -4.51976, -3.89456], [1.92291, -2.86363, -4.36089], [3.06938, -3.13789, -3.03665], [-0.41510, -1.93650, -1.89569], [1.34128, -1.59827, -1.75128], [0.54777, -1.53050, -3.33074], [-1.02911, -4.34947, -2.41414], [-0.50832, -3.88683, -4.05475], [0.14709, -5.35894, -3.28991], [-1.76597, -3.22021, 0.13238], [-2.49862, -0.92344, 1.36096]],
  "lowdin_charge": [-0.003, -0.029, -0.371, 0.099, -0.157, -0.079, -0.238, -0.038, -0.069, -0.077, -0.069, -0.046, 0.044, -0.006, -0.063, -0.036, -0.171, 0.053, -0.145, -0.314, 0.086, 0.047, 0.036, -0.022, 0.004, -0.453, 0.020, 0.007, 0.102, 0.088, 0.104, 0.160, 0.113, 0.130, 0.114, 0.108, 0.106, 0.106, 0.110, 0.145, 0.100, 0.063, 0.110, 0.130, 0.125, 0.107, 0.089, 0.100, 0.084, 0.095, 0.052, 0.095, -0.050, -0.524, -0.028, -0.033, -0.128, -0.064, -0.060, -0.062, -0.098, -0.534, -0.040, -0.039, -0.051, -0.053, 0.080, -0.217, -0.076, -0.166, -0.044, -0.063, -0.074, -0.067, -0.053, 0.046, -0.033, -0.060, -0.508, -0.066, -0.023, -0.032, -0.032, -0.046, -0.040, -0.091, -0.530, -0.046, -0.054, -0.028, -0.044, -0.060, 0.103, 0.080, 0.033, 0.091, 0.076, 0.084, 0.087, 0.098, 0.093, 0.131, 0.118, 0.121, 0.092, 0.096, 0.053, 0.094, 0.051, 0.098, 0.098, 0.096, 0.079, 0.077, 0.067, 0.115, 0.110, 0.116, 0.081, 0.091, 0.096, 0.091, 0.049, 0.100, 0.095, 0.064, 0.091, 0.081, 0.107, 0.119, 0.112, 0.082, 0.093, 0.073, 0.090, 0.048, 0.108, 0.087, 0.096, 0.090, 0.141, 0.103],
  "gap_ev": 5.26,
  "de_lowest_kj_mol": 245.9,
  "total_charge": 1,
  "energy_ha": -2829.654755
}



Entry 2:
{
  "formula": "C60H79N9O6PS2",
  "method": "ωB97M-V with the def2-TZVPD basis set",
  "symbols": ["C", "C", "C", "C", "P", "C", "C", "C", "O", "O", "C", "C", "C", "C", "S", "C", "C", "C", "C", "S", "O", "O", "O", "O", "H", "H", "H", "H", "H", "H", "H", "H", "H", "H", "H", "H", "H", "H", "H", "H", "H", "H", "H", "H", "H", "H", "H", "H", "H", "H", "H", "H", "H", "H", "H", "H", "H", "H", "N", "C", "C", "C", "C", "C", "H", "H", "H", "H", "H", "N", "C", "C", "C", "C", "C", "H", "H", "H", "H", "H", "N", "C", "C", "C", "C", "C", "H", "H", "H", "H", "H", "N", "C", "C", "C", "C", "C", "H", "H", "H", "H", "H", "N", "C", "C", "C", "C", "C", "H", "H", "H", "H", "H", "N", "C", "C", "C", "C", "C", "H", "H", "H", "H", "H", "N", "C", "C", "C", "C", "C", "H", "H", "H", "H", "H", "N", "C", "C", "C", "C", "C", "H", "H", "H", "H", "H", "N", "C", "C", "C", "C", "C", "H", "H", "H", "H", "H"],
  "xyz": [[0.55225, -0.22659, 2.84766], [-0.50117, -0.91781, 3.77848], [-0.10555, -2.41263, 4.13144], [-1.99504, -0.73616, 3.35520], [-2.48835, -1.10997, 1.57379], [-4.04485, 0.03681, 1.78337], [-4.89123, 0.17690, 0.48371], [-4.47899, 1.37677, -0.42921], [-3.88018, 2.46899, 0.27601], [-1.73467, 0.32097, 0.82296], [-1.03574, -0.31302, -0.26259], [0.22510, 0.47174, -0.80159], [0.31838, 0.14690, -2.34126], [1.81858, 0.04902, -2.82637], [2.65278, 1.66746, -2.44243], [-0.86930, -1.91159, -0.15970], [0.59446, -2.48496, -0.32711], [0.49199, -3.93914, -0.92645], [0.65380, -3.84595, -2.49011], [2.44500, -3.81801, -2.94719], [2.72809, -2.83836, -4.03891], [3.26213, -3.43623, -1.76749], [2.92234, -5.31862, -3.42128], [-1.15329, -2.20801, 1.21979], [1.46473, 0.05943, 3.42252], [0.79650, -0.81476, 1.94556], [0.10200, 0.73910, 2.51880], [-0.39163, -0.38135, 4.75889], [0.49446, -2.45465, 5.06483], [-0.99521, -3.06834, 4.16476], [0.57130, -2.74504, 3.31303], [-2.59853, -1.40531, 4.00816], [-2.29482, 0.29558, 3.65952], [-3.34605, -2.21575, 2.00938], [-2.92378, -1.43751, 0.23383], [-3.78754, 1.02228, 2.23234], [-4.69819, -0.46663, 2.54577], [-4.91440, -0.73821, -0.14341], [-5.94889, 0.36506, 0.79650], [-5.38441, 1.79425, -0.93696], [-3.79964, 1.04643, -1.24422], [-2.98323, 2.56976, -0.03621], [-1.75099, -0.15011, -1.11752], [0.14795, 1.55225, -0.59304], [1.13953, 0.06229, -0.31154], [-0.15047, 0.93686, -2.96460], [-0.20445, -0.81919, -2.50272], [1.89486, -0.18352, -3.90548], [2.33607, -0.74777, -2.25973], [2.76073, 1.60526, -1.07028], [-1.45162, -2.50164, -0.91076], [1.25576, -1.88742, -0.98231], [1.03239, -2.55794, 0.68609], [-0.48102, -4.41806, -0.69035], [1.27039, -4.58983, -0.47260], [0.16389, -4.70208, -2.99740], [0.18665, -2.89485, -2.80583], [3.82903, -5.22660, -3.78273], [-4.04528, -0.23703, 5.95738], [-5.16803, -0.55855, 6.60908], [-5.64003, 0.12879, 7.71671], [-4.90531, 1.21153, 8.17723], [-3.73753, 1.56013, 7.51716], [-3.35403, 0.80666, 6.41938], [-5.70648, -1.41193, 6.20972], [-6.55826, -0.17240, 8.20472], [-5.24105, 1.77648, 9.03800], [-3.13868, 2.39796, 7.84444], [-2.45081, 1.04265, 5.86778], [5.45381, -6.60190, -5.05050], [6.13263, -7.73660, -4.84444], [6.56670, -8.56944, -5.86215], [6.28026, -8.21293, -7.17030], [5.57657, -7.04293, -7.40944], [5.19025, -6.27723, -6.32221], [6.33156, -7.97674, -3.80661], [7.11487, -9.47374, -5.63507], [6.60179, -8.83901, -7.99402], [5.33372, -6.73162, -8.41650], [4.64068, -5.35195, -6.45963], [-2.35418, 3.75855, 5.64285], [-3.23212, 3.71253, 4.63419], [-3.06914, 4.38982, 3.43661], [-1.93322, 5.16575, 3.27318], [-1.00929, 5.23189, 4.30530], [-1.26473, 4.51194, 5.46072], [-4.10572, 3.09389, 4.80985], [-3.81110, 4.31016, 2.65310], [-1.76854, 5.71147, 2.35195], [-0.10996, 5.82675, 4.21408], [-0.56862, 4.52781, 6.29278], [5.88553, 3.54110, -6.53356], [5.07872, 3.08915, -5.56598], [4.07415, 2.15703, -5.77281], [3.89003, 1.66586, -7.05558], [4.71200, 2.12136, -8.07509], [5.68885, 3.05222, -7.76223], [5.26123, 3.50452, -4.58153], [3.45425, 1.82255, -4.95312], [3.11507, 0.93608, -7.25854], [4.59785, 1.76140, -9.08955], [6.35873, 3.43566, -8.52494], [-8.04770, 2.51930, 8.71130], [-8.46659, 2.41908, 7.44586], [-9.66562, 2.94164, 6.98702], [-10.48143, 3.60369, 7.88998], [-10.06936, 3.71854, 9.20786], [-8.85152, 3.16392, 9.56394], [-7.79536, 1.89014, 6.77743], [-9.95204, 2.83280, 5.94960], [-11.42617, 4.02607, 7.57073], [-10.67833, 4.22869, 9.94214], [-8.48492, 3.23227, 10.58281], [3.29824, 6.87805, -8.59156], [2.33260, 7.52336, -9.25350], [1.59894, 6.96474, -10.28767], [1.88271, 5.66139, -10.66333], [2.88073, 4.97213, -9.99329], [3.55340, 5.62103, -8.97007], [2.14871, 8.54082, -8.92625], [0.82614, 7.53504, -10.78584], [1.33246, 5.18854, -11.46803], [3.13141, 3.95334, -10.25757], [4.33824, 5.12197, -8.41532], [-9.68374, 7.02347, 8.37389], [-8.41493, 7.19574, 8.75770], [-7.97761, 8.26901, 9.51745], [-8.90635, 9.22344, 9.90030], [-10.22795, 9.06754, 9.51291], [-10.56201, 7.95573, 8.75657], [-7.72495, 6.42505, 8.43145], [-6.93728, 8.35513, 9.80106], [-8.60426, 10.07817, 10.49346], [-10.98203, 9.79156, 9.79188], [-11.58387, 7.78865, 8.43299], [8.56608, -0.05688, -5.94061], [9.03630, -1.28112, -5.67911], [8.23146, -2.38691, -5.45700], [6.85646, -2.21797, -5.50438], [6.34460, -0.95884, -5.77239], [7.23620, 0.08155, -5.98330], [10.11748, -1.36389, -5.64868], [8.66928, -3.35486, -5.25134], [6.19206, -3.05671, -5.33405], [5.27751, -0.78722, -5.81623], [6.88197, 1.08279, -6.19861], [7.73831, -9.72096, -2.31146], [7.53502, -11.04140, -2.36874], [7.72854, -11.89913, -1.29853], [8.16161, -11.36115, -0.09706], [8.38083, -9.99557, -0.01310], [8.15416, -9.22470, -1.14159], [7.19935, -11.41646, -3.32950], [7.54516, -12.96016, -1.40277], [8.32572, -11.99828, 0.76344], [8.71906, -9.53878, 0.90710], [8.30822, -8.15154, -1.12338]],
  "lowdin_charge": [-0.089, -0.427, -0.087, -0.269, 0.575, -0.314, -0.239, -0.268, -0.107, -0.285, -0.348, -0.169, -0.259, -0.519, 0.676, -0.335, -0.141, -0.198, -0.186, 0.698, -0.365, -0.327, -0.198, -0.307, 0.070, 0.046, 0.074, 0.104, 0.060, 0.069, 0.055, 0.065, 0.061, 0.004, 0.022, 0.057, 0.065, 0.088, 0.088, 0.101, 0.099, 0.064, 0.113, 0.107, 0.090, 0.106, 0.087, 0.064, 0.046, -0.118, 0.124, 0.069, 0.111, 0.119, 0.111, 0.104, 0.094, 0.055, 0.079, -0.153, -0.103, -0.096, -0.083, -0.164, 0.100, 0.092, 0.090, 0.087, 0.088, 0.055, -0.139, -0.070, -0.082, -0.074, -0.150, 0.086, 0.096, 0.103, 0.101, 0.104, 0.058, -0.140, -0.055, -0.078, -0.082, -0.156, 0.105, 0.102, 0.104, 0.096, 0.098, 0.058, -0.143, -0.074, -0.079, -0.092, -0.199, 0.109, 0.033, 0.109, 0.099, 0.106, 0.063, -0.146, -0.068, -0.090, -0.094, -0.161, 0.099, 0.102, 0.103, 0.097, 0.099, 0.061, -0.159, -0.083, -0.087, -0.071, -0.140, 0.100, 0.097, 0.102, 0.094, 0.080, 0.062, -0.146, -0.072, -0.086, -0.081, -0.157, 0.108, 0.102, 0.103, 0.098, 0.100, 0.055, -0.166, -0.080, -0.074, -0.057, -0.139, 0.097, 0.097, 0.097, 0.096, 0.079, 0.053, -0.154, -0.076, -0.081, -0.071, -0.146, 0.099, 0.100, 0.105, 0.103, 0.107],
  "gap_ev": 5.96,
  "total_charge": -1,
  "energy_ha": -4415.524783
}